Entry 1:
Here is a 2-piece molecular cluster, CClNO2 overall in a non-equilibrium geometry from the OMol25 dataset. Energies are from ωB97M-V/def2-TZVPD.

Bonds (Å) are listed after each position.
Cartesian coordinates (Å):
1 C 1.100 -0.372 0.034  O3 1.177, Cl5 1.679
2 N -1.518 0.545 -0.505  O4 1.157
3 O 1.175 -1.540 0.160  C1 1.177
4 O -1.932 1.012 0.470  N2 1.157
5 Cl 2.283 0.820 0.049  C1 1.679

Results
Highest occupied orbital energy (alpha / beta): -9.0 / -8.9 eV
Total charge: 0
Spin multiplicity: 1
Orbital gap (alpha / beta): 8.98 / 8.03 eV
LUMO level (alpha / beta): 0.0153 / -0.8285 eV

=====

Entry 2:
Here is a 3-piece molecular cluster, CClNO2S2 overall in a non-equilibrium geometry from the OMol25 dataset. Energies are from ωB97M-V/def2-TZVPD.

Bonds (Å) are listed after each position.
Cartesian coordinates (Å):
1 C -1.410 -1.249 0.136  N2 1.172, S5 1.629
2 N -1.660 -0.585 -0.797  C1 1.172
3 O 0.988 2.292 -0.594  S6 1.463
4 O -1.119 3.464 -1.223  S6 1.466
5 S -1.439 -2.431 1.257  C1 1.629
6 S -0.341 2.221 -1.202  O3 1.463, O4 1.466
7 Cl 11.779 -1.998 0.896  no bonds

Results
Highest occupied orbital energy: -2.2 eV
Total charge: -2
Spin multiplicity: 1
Orbital gap: 5.44 eV
LUMO level: 3.2035 eV

=====

Entry 3:
Here is a 2-piece molecular cluster, CClO2S overall in a non-equilibrium geometry from the OMol25 dataset. Energies are from ωB97M-V/def2-TZVPD.

Bonds (Å) are listed after each position.
Cartesian coordinates (Å):
1 C 1.644 0.020 -0.049  O2 1.146, O3 1.155
2 O 1.577 -1.119 0.047  C1 1.146
3 O 1.862 1.154 -0.005  C1 1.155
4 S -2.944 0.877 0.015  Cl5 1.981
5 Cl -2.139 -0.932 -0.009  S4 1.981

Results
Highest occupied orbital energy: -2.4 eV
Total charge: -1
Spin multiplicity: 1
Orbital gap: 5.57 eV
LUMO level: 3.1360 eV

=====

Question: Which value of total charge does entry 3 give?
Answer: -1